Entry 1:
This record from the OMol25 dataset describes a molecular structure, C49H60NO2P2S2Sb2Ta. The level of theory is ωB97M-V with the def2-TZVPD basis set.

Geometry as XYZ:
```
119
Properties=species:S:1:pos:R:3:forces:R:3
Ta -0.429 0.222 -0.693 -0.14 -0.22 -0.72
Sb 1.460 4.400 0.479 -0.06 -0.17 0.04
Sb -2.136 2.310 0.527 0.00 0.17 -0.05
S 0.977 -2.811 -0.530 0.19 0.02 0.23
S -1.942 -1.079 0.706 0.25 -0.15 0.28
P -0.283 -1.021 2.026 -0.22 0.36 0.28
P 3.091 -2.447 -0.753 0.04 0.05 -0.11
O -0.578 -2.147 3.117 0.12 -0.26 -0.19
O -0.631 0.379 2.806 -0.04 -0.11 0.12
N -0.444 -1.118 -2.540 0.12 0.24 -0.29
C -3.032 1.555 -4.077 -0.04 -0.05 0.00
C 3.350 -1.765 -3.487 0.07 0.02 0.02
C 1.411 4.733 2.598 0.04 0.04 -0.06
C 1.436 -4.158 1.937 0.03 0.03 0.02
C -0.035 -5.997 2.555 0.01 0.01 -0.02
C 3.760 -4.028 -1.372 0.01 -0.03 0.04
C 1.895 -4.769 -2.987 -0.03 0.00 0.04
C -1.341 1.381 -2.341 0.12 0.10 0.24
C -4.023 1.751 -0.300 0.00 -0.02 0.07
C -0.770 -5.824 1.392 0.01 0.02 0.00
C -4.479 -2.312 -2.587 0.04 0.03 -0.01
C -2.331 -2.008 4.787 -0.03 -0.01 0.01
C 2.887 -1.377 -2.228 -0.12 0.05 -0.01
C 1.017 0.204 4.637 0.02 0.02 0.04
C 1.799 0.407 -0.753 -0.25 -0.09 0.09
C 2.369 -0.077 -2.046 -0.08 -0.08 0.00
C 0.456 1.027 3.498 0.04 0.08 -0.05
C 0.710 -4.020 0.751 -0.07 -0.04 -0.07
C 5.693 -5.470 -1.051 0.00 -0.02 -0.01
C 1.044 -5.170 2.813 0.00 -0.01 0.00
C -0.388 -4.843 0.494 -0.01 -0.01 -0.01
C 5.139 -6.392 -1.923 0.01 0.01 0.02
C 3.296 -0.904 -4.571 -0.01 0.00 0.02
C 2.781 0.374 -4.399 0.00 0.01 -0.01
C -0.942 6.237 1.004 0.05 0.03 -0.01
C -2.386 4.402 -0.022 0.03 -0.05 0.10
C -2.751 2.422 2.553 -0.03 -0.04 0.01
C 3.207 -4.959 -2.269 -0.03 0.02 -0.06
C -2.637 2.853 -4.361 0.03 0.01 0.02
C -3.060 5.678 2.000 -0.01 0.00 0.06
C -1.581 3.417 -3.659 -0.01 -0.02 -0.01
C -2.395 0.819 -3.081 0.00 0.03 -0.04
C -2.899 6.653 2.969 0.01 -0.02 -0.03
C -4.140 -0.983 -2.792 -0.02 -0.04 0.01
C 3.914 -6.131 -2.518 0.02 0.03 -0.01
C -2.148 -2.885 -2.462 0.05 0.00 -0.04
C -1.844 -2.697 3.535 0.00 0.06 0.02
C -3.481 -3.263 -2.437 -0.01 -0.04 0.00
C 0.141 6.060 -0.008 0.08 0.07 -0.02
C -0.953 2.687 -2.660 0.17 -0.03 0.04
C -2.093 5.440 1.023 -0.16 -0.05 -0.09
C -0.801 7.230 1.975 0.02 -0.01 0.06
C -1.755 7.437 2.956 0.00 -0.01 -0.02
C 3.278 5.486 0.162 -0.03 0.01 0.02
C 2.581 -3.269 2.331 0.00 -0.02 0.01
C 2.331 0.777 -3.153 -0.04 -0.02 -0.02
C -2.809 -0.583 -2.822 0.24 -0.04 0.02
C 4.995 -4.306 -0.775 -0.03 -0.02 0.02
C -1.817 -1.551 -2.629 -0.35 -0.07 -0.07
H -3.669 6.813 3.712 -0.01 0.00 0.01
H 1.063 -5.137 -2.382 0.01 0.00 0.01
H -1.655 -3.758 3.697 0.00 0.02 0.02
H -3.972 5.092 1.985 -0.01 0.00 0.00
H -3.455 4.413 -0.236 -0.01 0.03 -0.09
H 0.789 6.936 -0.025 -0.05 0.04 -0.03
H 0.229 -0.084 5.333 -0.01 0.01 0.00
H -0.303 -6.771 3.263 -0.01 0.00 0.01
H 2.742 1.062 -5.235 0.00 0.01 0.00
H 3.495 -6.853 -3.208 0.00 -0.02 -0.01
H 5.411 -3.591 -0.074 0.00 0.01 -0.01
H 2.729 -3.320 3.410 0.01 0.01 0.01
H -2.508 -0.948 4.604 0.00 0.01 -0.01
H -3.833 1.097 -4.645 -0.01 0.01 -0.01
H 4.134 4.864 0.417 0.02 0.00 0.01
H -0.176 -0.573 -3.359 0.04 0.08 0.01
H 2.401 -2.231 2.053 -0.01 0.00 0.00
H -3.738 -4.305 -2.302 -0.01 -0.01 0.01
H -3.786 2.759 2.555 0.03 0.03 0.06
H 3.514 -3.575 1.853 -0.01 -0.01 0.00
H -3.267 -2.462 5.116 0.00 0.00 0.00
H 1.755 0.799 5.175 0.01 -0.01 0.02
H -1.614 8.217 3.692 0.00 0.01 0.01
H 3.779 -2.751 -3.615 0.00 0.02 -0.01
H -0.949 -4.703 -0.423 0.03 -0.03 0.03
H 1.439 5.805 2.786 0.03 -0.02 0.05
H 2.215 -0.121 0.111 0.05 0.04 0.01
H -4.192 0.680 -0.206 0.01 0.01 -0.01
H 0.031 1.958 3.871 0.01 0.03 -0.01
H -0.132 3.148 -2.114 -0.04 0.02 0.03
H 0.503 4.327 3.039 -0.05 -0.02 -0.01
H -2.137 3.131 3.106 0.00 0.00 -0.01
H 1.507 -0.703 4.280 -0.01 0.00 -0.02
H -4.792 2.294 0.249 -0.01 -0.02 -0.01
H 3.273 6.373 0.794 0.03 0.02 -0.01
H 0.188 -1.913 -2.495 -0.05 -0.07 0.03
H -1.251 4.423 -3.886 0.00 0.01 -0.01
H -1.603 -2.107 5.592 0.01 0.00 0.00
H -4.914 -0.236 -2.914 -0.01 0.00 -0.02
H 0.081 7.860 1.949 0.00 0.01 -0.01
H -2.561 -2.599 2.719 0.01 -0.01 0.00
H 1.901 -5.329 -3.922 -0.01 -0.01 0.00
H 1.603 -5.294 3.732 0.01 0.00 0.01
H 3.360 5.783 -0.881 0.00 0.00 -0.02
H -1.624 -6.450 1.176 -0.01 -0.01 0.00
H 5.659 -7.314 -2.145 0.01 -0.01 -0.01
H 3.663 -1.223 -5.537 0.01 -0.01 -0.01
H 1.701 -3.724 -3.218 -0.01 -0.03 -0.01
H 2.278 4.259 3.058 0.00 -0.02 0.00
H -1.864 4.564 -0.960 0.05 0.03 -0.01
H 2.030 1.469 -0.632 -0.06 0.06 0.05
H -1.363 -3.624 -2.357 0.01 0.03 0.00
H 1.943 1.782 -3.022 0.01 0.00 0.00
H -2.666 1.432 2.991 -0.05 0.04 0.00
H 1.235 1.278 2.770 0.03 -0.01 0.01
H -0.248 5.910 -1.015 0.02 -0.02 0.00
H 6.650 -5.656 -0.584 0.01 0.00 0.01
H -4.051 2.039 -1.350 0.00 0.02 -0.01
H -3.139 3.414 -5.137 0.00 0.00 -0.01
H -5.519 -2.605 -2.552 -0.02 0.00 -0.01
```
Positions in Å, forces in eV/Å.

Its spin multiplicity is 2. Its net charge is +1. For the LUMO energy (alpha / beta), the calculation gives -3.2 / -2.9 eV. Its expectation value of S² is 0.755. The calculation puts the HOMO-LUMO gap (alpha / beta) at 6.4229 / 7.2570 eV. Its relative energy (zero: lowest compared OMol25 entry of this formula, charge and spin) is 235.66 kJ/mol.

=====

Entry 2:
This record from the OMol25 dataset describes a molecular structure, C15H23AlN3OSSi in a non-equilibrium geometry. The level of theory is ωB97M-V with the def2-TZVPD basis set.

Geometry as XYZ:
```
45
Properties=species:S:1:pos:R:3:forces:R:3
S -2.551 4.074 2.405 2.25 -1.51 -1.80
Si -2.994 -0.222 -0.530 -1.83 -2.46 -0.19
Al 6.021 -1.771 -0.027 1.23 -0.04 0.35
O 3.101 0.230 2.313 -2.26 -1.68 -3.60
N 2.455 -0.540 0.088 1.49 0.63 0.89
N -3.040 2.680 1.562 5.13 1.73 -0.64
N -0.892 4.405 2.081 -3.00 -4.14 -2.22
C 0.886 -0.866 2.179 0.09 0.12 -2.04
C 2.374 1.656 -1.272 -0.23 0.95 0.54
C -3.289 -1.289 1.068 0.02 -0.28 0.35
C -0.244 0.938 -0.785 -3.35 0.88 2.21
C 3.287 0.520 -0.559 0.63 -0.04 -1.36
C 1.000 1.942 -0.507 0.10 2.36 2.05
C 3.018 -1.926 -0.077 -2.52 -1.71 0.89
C 0.836 3.135 0.488 -2.54 -2.75 -1.20
C -4.633 0.486 -1.212 -0.29 -0.01 -0.07
C -1.653 1.093 -0.110 4.25 2.43 -0.10
C -0.571 3.323 1.139 2.42 0.74 -0.10
C 1.919 -2.818 -0.890 0.64 0.66 -0.08
C -1.812 2.314 0.848 -0.46 -1.28 -0.86
C 2.287 -0.334 1.545 0.05 1.33 3.83
C -2.327 -1.490 -1.847 0.35 0.49 0.57
H 2.128 -3.929 -0.711 -0.43 1.63 -0.54
H -4.403 1.154 -2.110 -0.65 -0.71 1.25
H -3.228 -2.166 -2.080 1.43 1.08 0.13
H -3.559 -2.371 0.765 0.43 1.75 0.32
H -2.332 -1.351 1.693 -1.39 0.06 -0.63
H 1.733 3.806 0.693 -1.58 -0.84 -0.18
H 2.162 1.394 -2.369 -0.01 0.14 1.63
H 0.865 -2.523 -0.523 1.83 -0.60 -0.31
H -1.515 -2.138 -1.355 -1.04 0.85 -0.98
H 3.008 2.616 -1.288 -1.14 -1.28 0.09
H -0.053 0.056 -1.503 -0.41 1.57 1.20
H 0.447 -0.127 2.927 1.10 -1.17 -0.69
H 3.046 -2.395 0.983 0.46 0.57 -1.68
H 1.030 -1.926 2.581 -0.28 1.59 -0.28
H -5.266 0.993 -0.403 0.93 -0.45 -1.32
H 0.135 -0.913 1.297 1.14 -0.20 1.46
H 4.084 0.992 0.108 -1.33 -0.54 -0.52
H -5.251 -0.419 -1.586 1.09 1.39 0.57
H -1.951 -0.917 -2.761 -0.50 -1.22 0.93
H -4.161 -0.898 1.696 1.33 -0.47 -0.72
H 3.864 0.005 -1.424 -1.03 0.99 1.22
H 1.971 -2.511 -1.991 -0.05 -0.79 1.43
H 4.071 -1.973 -0.540 -2.05 0.22 0.21
```
Positions in Å, forces in eV/Å.

Its spin multiplicity is 1. Its net charge is +3. For the LUMO energy, the calculation gives -15.1 eV. The calculation puts the HOMO-LUMO gap at 3.0707 eV.

=====

Entry 3:
This record from the OMol25 dataset describes 2 unconnected molecules or ions with the total composition C3H11NO3 in a non-equilibrium geometry. The level of theory is ωB97M-V with the def2-TZVPD basis set.

Geometry as XYZ:
```
18
Properties=species:S:1:pos:R:3:forces:R:3
O 0.035 4.444 -0.138 0.10 -0.66 -0.57
O 2.206 -2.791 -0.156 -0.06 0.04 0.07
O -0.051 1.419 -0.513 -0.18 -0.22 0.56
N 0.392 -1.390 0.374 -0.32 0.18 -0.13
C 0.794 -2.688 -0.082 0.27 -0.39 -0.07
C -0.997 0.605 0.160 -0.61 -0.53 0.06
C -0.794 -0.833 -0.275 0.91 0.04 -0.51
H -1.655 -1.497 -0.184 -0.44 0.30 0.29
H 0.084 5.396 -0.084 -0.06 0.19 0.43
H 0.473 -3.495 0.584 0.05 -0.02 -0.02
H -0.931 0.664 1.257 0.25 0.13 -0.10
H -0.569 -0.774 -1.344 -0.06 -0.09 -0.06
H 2.481 -1.961 -0.564 0.17 0.00 0.06
H 0.090 2.185 0.047 0.25 0.16 -0.41
H -2.017 0.909 -0.090 -0.08 0.09 -0.13
H -0.186 4.063 0.712 -0.09 0.66 0.30
H 0.382 -2.889 -1.078 -0.22 0.19 0.10
H 0.265 -1.368 1.375 0.13 -0.07 0.13
```
Positions in Å, forces in eV/Å.

Its spin multiplicity is 1. For the LUMO energy, the calculation gives 0.5 eV. The structure (SMILES) is OCCNCO.O. The calculation puts the HOMO-LUMO gap at 9.6293 eV. Its relative energy (zero: lowest compared OMol25 entry of this formula, charge and spin) is 192.56 kJ/mol.

=====

Entry 4:
This record from the OMol25 dataset describes C4H9NO in the gas phase. The level of theory is ωB97M-V with the def2-TZVPD basis set.

Geometry as XYZ:
```
15
Properties=species:S:1:pos:R:3:forces:R:3
O -0.338 -0.011 -2.576 -0.21 0.08 0.26
N -1.155 0.588 -0.528 -0.08 -0.07 -0.14
C 0.520 -1.120 1.324 -0.04 -0.03 0.04
C 1.086 -0.075 0.368 0.04 0.00 -0.06
C -1.259 0.111 -1.793 0.06 0.00 -0.03
C 0.100 1.051 0.051 0.07 0.10 0.06
H -0.380 -1.583 0.904 0.13 0.04 0.08
H -2.007 0.641 0.006 0.14 0.00 0.00
H 0.563 1.760 -0.644 -0.06 -0.11 0.08
H 1.986 0.382 0.800 -0.14 -0.06 -0.09
H 1.244 -1.918 1.518 -0.10 0.13 -0.04
H 1.385 -0.541 -0.577 -0.03 0.03 0.14
H -2.304 -0.161 -2.047 0.18 0.01 -0.02
H -0.153 1.599 0.966 0.02 -0.08 -0.13
H 0.250 -0.674 2.290 0.03 -0.05 -0.14
```
Positions in Å, forces in eV/Å.

Its spin multiplicity is 1. For the LUMO energy, the calculation gives 0.8 eV. The structure (SMILES) is CCCNC=O. The calculation puts the HOMO-LUMO gap at 10.6647 eV. Its relative energy (zero: lowest compared OMol25 entry of this formula, charge and spin) is 42.97 kJ/mol.

=====

Entry 5:
This record from the OMol25 dataset describes 2 unconnected molecules or ions with the total composition C3H13N4. The level of theory is ωB97M-V with the def2-TZVPD basis set.

Geometry as XYZ:
```
20
Properties=species:S:1:pos:R:3:forces:R:3
N 1.347 -2.919 1.138 -0.50 -0.14 -0.42
N -0.667 -1.545 0.538 -0.36 -0.35 -0.20
N -1.213 1.059 0.472 -0.08 -0.18 -0.01
N 0.747 2.729 -2.208 0.43 -0.12 -0.03
C 0.635 -1.673 1.229 0.44 0.05 0.50
C 0.277 2.199 -1.044 -0.12 0.14 0.01
C -0.887 1.569 -0.862 0.01 0.07 0.04
H -1.648 1.429 -1.614 0.05 -0.16 -0.02
H 1.521 -3.180 0.171 0.21 0.13 0.10
H 1.738 2.920 -2.256 -0.18 0.10 0.15
H 0.404 2.361 -3.077 -0.27 0.01 -0.09
H -0.524 1.415 1.131 0.05 -0.03 0.16
H 0.435 -1.471 2.284 0.00 -0.06 -0.03
H 1.305 -0.877 0.899 -0.14 0.01 -0.26
H 0.813 -3.682 1.537 0.09 0.01 0.19
H 0.897 2.400 -0.174 0.11 -0.09 -0.07
H -2.117 1.379 0.814 -0.13 0.06 -0.10
H -1.149 -0.078 0.519 0.19 0.43 0.07
H -0.603 -1.816 -0.440 0.24 0.01 -0.03
H -1.314 -2.220 0.942 -0.04 0.14 0.04
```
Positions in Å, forces in eV/Å.

Its spin multiplicity is 1. Its net charge is +1. For the LUMO energy, the calculation gives -2.8 eV. The calculation puts the HOMO-LUMO gap at 9.7509 eV. Its relative energy (zero: lowest compared OMol25 entry of this formula, charge and spin) is 170.51 kJ/mol.

=====

Computed energy (Eh) in order:
-4124.8372; -1753.5292; -401.3397; -287.8161; -340.8785